(1)
Here is a molecular structure, C23H18F12N5O2PdS from OMol25. Energies are from ωB97M-V with the def2-TZVPD basis set.

## Properties
Calculated total energy (Eh): -3036.1537
Frontier orbital gap (eV): 6.646
E_HOMO (eV): -4.058
Energy relative to the best compared isomer or geometry (same formula, charge and spin) (kJ/mol): 0.0

```
! wB97M-V def2-TZVPD RIJCOSX def2/J DEFGRID3
* xyz -1 1
C -0.58 1.80 0.50
H -2.73 -5.29 -1.16
C -1.83 -5.86 -0.93
H -2.07 -6.91 -0.82
F 5.05 0.69 -0.36
F -2.58 -1.39 3.19
F 2.68 -2.36 -1.87
C -1.78 1.61 1.22
H 3.54 1.37 -5.30
C 3.62 -1.68 -1.18
H 0.03 -2.73 -0.66
H 4.32 2.58 -4.28
N 0.15 0.78 -0.10
F -4.41 -0.99 0.86
C 2.97 0.91 -2.50
Pd 0.28 -0.83 1.03
C -0.71 4.18 1.06
F 4.49 -0.37 1.42
C 2.24 0.47 -1.39
C 0.95 1.02 -1.19
H -2.52 6.05 1.92
H -1.50 -2.36 -0.19
C 3.35 2.20 -4.62
H -0.20 -5.48 3.20
F -4.68 1.14 1.10
H 3.99 0.55 -2.62
N -0.81 -4.07 0.51
N -0.46 -5.19 2.27
F 4.18 -2.55 -0.33
H 2.87 2.99 -5.20
C 0.45 1.86 -2.20
C -1.90 3.99 1.77
C 2.49 1.79 -3.45
O 2.17 -1.20 0.50
C 1.19 2.24 -3.30
C 3.99 0.31 0.39
O -1.73 -0.80 0.82
H -3.63 4.90 2.68
N -1.03 -6.08 1.40
C -1.23 -5.37 0.33
H 0.75 2.91 -4.03
C -2.61 -0.08 2.93
C -2.58 5.12 2.49
H -0.28 5.17 1.00
H -1.14 -5.72 -1.75
H -2.11 5.31 3.46
H 0.86 3.29 -0.06
H -0.57 2.23 -2.09
F -3.63 0.38 -0.62
F -1.65 0.48 3.69
C -0.31 -3.95 1.78
C -3.80 0.21 0.69
N -0.90 -3.13 -0.50
H -3.30 2.53 2.40
F 4.59 -1.37 -2.07
F -3.79 0.37 3.42
S 0.35 -2.64 2.59
C -2.39 2.70 1.83
F 3.44 1.43 0.88
C -2.42 0.22 1.40
C 2.93 -0.51 -0.40
C -0.07 3.12 0.46
*
```

Charges obtained by Löwdin population analysis, quoted in units of e: number 1, C, carries -0.21; number 2, H, carries 0.08; number 3, C, carries -0.01; number 4, H, carries 0.08; number 5, F, carries 0.13; number 6, F, carries 0.12; number 7, F, carries 0.14; number 8, C, carries -0.07; number 9, H, carries 0.07; number 10, C, carries -0.54; number 11, H, carries 0.08; number 12, H, carries 0.07; number 13, N, carries -0.07; number 14, F, carries 0.14; number 15, C, carries 0.00; number 16, Pd, carries 0.82; number 17, C, carries -0.05; number 18, F, carries 0.15; number 19, C, carries -0.05; number 20, C, carries -0.23; number 21, H, carries 0.07; number 22, H, carries 0.06; number 23, C, carries -0.07; number 24, H, carries 0.14; number 25, F, carries 0.13; number 26, H, carries 0.11; number 27, N, carries -0.07; number 28, N, carries 0.01; number 29, F, carries 0.15; number 30, H, carries 0.07; number 31, C, carries -0.03; number 32, C, carries -0.28; number 33, C, carries -0.28; number 34, O, carries -0.28; number 35, C, carries -0.06; number 36, C, carries -0.54; number 37, O, carries -0.28; number 38, H, carries 0.07; number 39, N, carries 0.11; number 40, C, carries -0.34; number 41, H, carries 0.10; number 42, C, carries -0.55; number 43, C, carries -0.06; number 44, H, carries 0.11; number 45, H, carries 0.08; number 46, H, carries 0.08; number 47, H, carries 0.11; number 48, H, carries 0.12; number 49, F, carries 0.16; number 50, F, carries 0.14; number 51, C, carries -0.71; number 52, C, carries -0.54; number 53, N, carries 0.12; number 54, H, carries 0.11; number 55, F, carries 0.12; number 56, F, carries 0.13; number 57, S, carries 0.71; number 58, C, carries 0.00; number 59, F, carries 0.15; number 60, C, carries -0.36; number 61, C, carries -0.35; number 62, C, carries -0.02

***

(2)
Here is a molecular structure, C9H4FeI2NOSe4 from OMol25. Energies are from ωB97M-V with the def2-TZVPD basis set.

## Properties
Calculated total energy (Eh): -11940.3354
Frontier orbital gap (spin up / spin down) (eV): 5.515 / 5.413
E_HOMO (spin up / spin down) (eV): -3.757 / -3.854
<S²>: 6.022

```
! wB97M-V def2-TZVPD RIJCOSX def2/J DEFGRID3
* xyz -1 5
C -0.26 0.32 0.16
H -0.90 4.04 0.72
H 0.10 0.39 3.61
C -0.92 2.44 -0.74
C -0.32 0.87 1.48
H 1.11 -2.61 0.68
H 1.40 -1.72 3.01
C 0.18 0.02 2.59
C -0.78 2.17 1.61
C 0.86 -1.15 2.24
O -0.77 0.50 -2.08
C -0.69 1.09 -0.95
I -1.09 3.07 3.51
Se -1.37 -3.28 -2.24
Se 2.43 -1.25 -2.82
I -0.94 3.61 -2.43
N 0.18 -0.93 -0.07
Fe 0.17 -1.34 -1.90
Se 1.83 -3.07 -4.30
Se 0.10 -4.50 -3.57
C -1.04 2.96 0.54
C 0.73 -1.64 0.95
*
```

Charges obtained by Löwdin population analysis, quoted in units of e: number 1, C, carries -0.15; number 2, H, carries 0.09; number 3, H, carries 0.06; number 4, C, carries -0.68; number 5, C, carries -0.19; number 6, H, carries 0.12; number 7, H, carries 0.11; number 8, C, carries 0.00; number 9, C, carries -0.67; number 10, C, carries -0.05; number 11, O, carries -0.18; number 12, C, carries -0.48; number 13, I, carries 0.82; number 14, Se, carries -0.07; number 15, Se, carries -0.03; number 16, I, carries 0.92; number 17, N, carries -0.04; number 18, Fe, carries 0.14; number 19, Se, carries -0.16; number 20, Se, carries -0.19; number 21, C, carries -0.25; number 22, C, carries -0.09

***

(3)
Here is a molecular structure, C26H35N3O3RuSSb2 from OMol25. Energies are from ωB97M-V with the def2-TZVPD basis set.

## Properties
Calculated total energy (Eh): -2374.8717
Frontier orbital gap (spin up / spin down) (eV): 6.613 / 3.854
E_HOMO (spin up / spin down) (eV): -10.077 / -10.077
<S²>: 0.781

```
! wB97M-V def2-TZVPD RIJCOSX def2/J DEFGRID3
* xyz 1 2
H -1.14 -2.30 -4.65
Ru 0.10 -0.90 -0.71
C -2.13 0.85 5.62
C 2.26 -3.91 -1.10
N -1.78 3.06 -3.67
C -3.28 3.82 1.02
H 0.45 3.97 2.97
H -0.44 4.73 -1.16
O 1.99 -1.84 0.09
C -0.35 1.64 4.18
H -1.96 1.06 -6.34
H 3.62 -2.79 1.81
O 0.45 0.19 -2.73
C -1.95 2.53 -2.67
H -3.30 4.84 1.40
H 0.68 0.87 -5.94
H 1.56 2.33 3.51
C 0.99 1.42 3.65
C 2.52 -3.01 -0.01
H 2.31 -4.21 -3.83
H -1.19 -0.49 -6.68
H 3.70 0.78 2.66
H 3.80 -0.52 1.46
H -2.59 0.34 -4.10
C -1.28 -1.38 -4.08
Sb -1.21 3.15 0.91
Sb 1.22 0.37 1.65
C 4.14 -4.61 0.85
H -3.83 3.17 1.69
H -3.84 2.14 5.80
C 1.23 -3.60 -2.07
H -0.79 -0.97 2.93
C -0.45 4.92 -0.09
C -1.42 0.23 -5.90
C -1.10 2.81 3.92
C 3.91 -5.46 -0.23
C -2.87 2.00 5.35
H 1.55 0.73 4.28
N -1.89 -0.21 -0.52
C -0.14 0.72 -5.24
O 0.26 -2.87 -1.83
H 2.78 -5.79 -2.00
C -2.37 2.95 4.50
C -1.98 0.82 -1.10
C 2.98 -5.11 -1.18
H 4.44 -6.40 -0.31
N -2.17 1.99 -1.51
H 0.98 -5.28 -3.36
H 4.85 -4.89 1.61
H -1.56 -1.62 -3.05
H -3.09 -0.97 -5.17
H -0.34 -1.84 1.45
H 0.65 -2.02 2.91
C -0.63 3.83 3.01
H -2.94 3.84 4.29
H 3.20 -0.86 3.11
C -2.23 -0.43 -4.79
H 0.62 -3.72 -4.11
H -0.31 1.63 -4.67
H -2.52 0.10 6.29
H -1.08 5.77 0.13
C 3.46 -3.43 0.96
C 0.05 -1.32 2.34
H 0.57 5.11 0.25
C -0.90 0.67 5.03
C 1.30 -4.24 -3.43
H -1.15 4.78 3.11
H -0.33 -0.22 5.23
H -3.71 3.79 0.03
S 0.38 -0.56 -4.03
C 3.23 -0.13 2.30
*
```

Charges obtained by Löwdin population analysis, quoted in units of e: number 1, H, carries 0.09; number 2, Ru, carries 1.01; number 3, C, carries -0.04; number 4, C, carries -0.10; number 5, N, carries 0.17; number 6, C, carries -0.27; number 7, H, carries 0.07; number 8, H, carries 0.00; number 9, O, carries -0.28; number 10, C, carries -0.28; number 11, H, carries 0.12; number 12, H, carries 0.09; number 13, O, carries -0.63; number 14, C, carries -0.38; number 15, H, carries 0.02; number 16, H, carries 0.09; number 17, H, carries 0.05; number 18, C, carries -0.28; number 19, C, carries -0.34; number 20, H, carries 0.10; number 21, H, carries 0.12; number 22, H, carries 0.01; number 23, H, carries 0.00; number 24, H, carries 0.09; number 25, C, carries -0.31; number 26, Sb, carries 1.48; number 27, Sb, carries 1.33; number 28, C, carries -0.07; number 29, H, carries 0.00; number 30, H, carries 0.11; number 31, C, carries -0.35; number 32, H, carries 0.00; number 33, C, carries -0.28; number 34, C, carries -0.22; number 35, C, carries -0.31; number 36, C, carries -0.08; number 37, C, carries -0.05; number 38, H, carries 0.07; number 39, N, carries 0.00; number 40, C, carries -0.29; number 41, O, carries -0.08; number 42, H, carries 0.11; number 43, C, carries -0.04; number 44, C, carries -0.46; number 45, C, carries -0.03; number 46, H, carries 0.10; number 47, N, carries 0.03; number 48, H, carries 0.10; number 49, H, carries 0.11; number 50, H, carries 0.07; number 51, H, carries 0.12; number 52, H, carries -0.02; number 53, H, carries 0.03; number 54, C, carries -0.21; number 55, H, carries 0.12; number 56, H, carries 0.02; number 57, C, carries -0.22; number 58, H, carries 0.06; number 59, H, carries 0.05; number 60, H, carries 0.12; number 61, H, carries 0.02; number 62, C, carries -0.01; number 63, C, carries -0.29; number 64, H, carries 0.01; number 65, C, carries -0.05; number 66, C, carries 0.01; number 67, H, carries 0.09; number 68, H, carries 0.12; number 69, H, carries 0.00; number 70, S, carries 0.99; number 71, C, carries -0.29

***

(4)
Here is 2 unconnected molecules or ions with the total composition C7H11P from OMol25. Energies are from ωB97M-V with the def2-TZVPD basis set.

## Properties
Calculated total energy (Eh): -614.3496
Frontier orbital gap (spin up / spin down) (eV): 6.863 / 7.054
E_HOMO (spin up / spin down) (eV): -6.470 / -8.378
Energy relative to the best compared isomer or geometry (same formula, charge and spin) (kJ/mol): 421.0
<S²>: 2.044

```
! wB97M-V def2-TZVPD RIJCOSX def2/J DEFGRID3
* xyz 0 3
H -1.90 1.88 -1.40
H -1.49 2.26 0.25
C 0.14 -0.66 -0.22
H -3.09 2.06 -0.31
C 2.47 -0.44 0.50
H 3.36 1.08 1.73
C -2.13 1.71 -0.29
P -3.07 -0.79 0.86
H 1.02 0.94 0.90
H -0.79 -1.59 -1.85
C -2.05 0.34 0.18
C -0.19 -1.82 -1.08
C 1.10 0.01 0.37
H 2.44 -1.52 0.11
C 3.41 0.16 1.26
H -4.28 -0.14 0.80
H -0.79 -2.43 -0.34
H 0.78 -2.17 -1.43
H 4.31 -0.29 1.48
*
```

Charges obtained by Löwdin population analysis, quoted in units of e: number 1, H, carries 0.12; number 2, H, carries 0.03; number 3, C, carries -0.12; number 4, H, carries 0.03; number 5, C, carries -0.18; number 6, H, carries 0.03; number 7, C, carries -0.17; number 8, P, carries 0.78; number 9, H, carries 0.09; number 10, H, carries 0.02; number 11, C, carries -0.52; number 12, C, carries -0.09; number 13, C, carries -0.17; number 14, H, carries 0.12; number 15, C, carries 0.02; number 16, H, carries -0.18; number 17, H, carries 0.08; number 18, H, carries 0.08; number 19, H, carries 0.02

***

(5)
Here is C4H7N3 in the gas phase from OMol25. Energies are from ωB97M-V with the def2-TZVPD basis set.

## Properties
Calculated total energy (Eh): -320.8825
Frontier orbital gap (eV): 8.498
E_HOMO (eV): -7.412
Energy relative to the best compared isomer or geometry (same formula, charge and spin) (kJ/mol): 2.2
SMILES string: Nc1c[nH]c(N)c1

```
! wB97M-V def2-TZVPD RIJCOSX def2/J DEFGRID3
* xyz 0 1
C 0.32 1.07 0.17
H 0.99 -1.47 -1.77
H -0.89 -2.97 -0.48
N 0.64 2.41 0.51
C -0.34 -1.08 -0.01
H 0.78 2.49 1.51
H 1.60 0.99 -1.48
N -0.96 -2.32 0.29
C 0.55 -0.82 -1.02
H -0.10 3.06 0.25
H -1.93 -2.20 0.53
C -0.50 0.12 0.74
H -1.12 0.25 1.62
N 0.95 0.49 -0.89
*
```

Charges obtained by Löwdin population analysis, quoted in units of e: number 1, C, carries -0.39; number 2, H, carries 0.11; number 3, H, carries 0.08; number 4, N, carries 0.08; number 5, C, carries -0.36; number 6, H, carries 0.08; number 7, H, carries 0.15; number 8, N, carries 0.06; number 9, C, carries -0.09; number 10, H, carries 0.08; number 11, H, carries 0.08; number 12, C, carries -0.01; number 13, H, carries 0.10; number 14, N, carries 0.05

***

(6)
Here is a gas-phase ion, C3H3O3 (charge +1) from OMol25. Energies are from ωB97M-V with the def2-TZVPD basis set.

## Properties
Calculated total energy (Eh): -341.4930
Frontier orbital gap (eV): 10.213
E_HOMO (eV): -15.479
Energy relative to the best compared isomer or geometry (same formula, charge and spin) (kJ/mol): 40.9

```
! wB97M-V def2-TZVPD RIJCOSX def2/J DEFGRID3
* xyz 1 1
C 0.34 -0.26 0.64
H 0.91 -0.28 1.53
O -0.88 -0.18 -1.23
C -0.01 0.55 -0.43
O -0.41 -1.36 0.48
H 1.10 2.02 -0.81
C -1.03 -1.30 -0.64
H -1.44 -2.08 -1.10
O 0.14 1.78 -0.82
*
```

Charges obtained by Löwdin population analysis, quoted in units of e: number 1, C, carries 0.10; number 2, H, carries 0.16; number 3, O, carries 0.28; number 4, C, carries -0.26; number 5, O, carries 0.19; number 6, H, carries 0.19; number 7, C, carries -0.03; number 8, H, carries 0.17; number 9, O, carries 0.20